No. 1
Molecular formula: C31H41O2Si
Method: DFT, wB97M-V/def2-TZVPD

Output
E   -44778.4326 eV
2S+1   1
Highest occupied orbital energy   -11.052 eV
Total charge   +1
ΔE to the lowest compared entry with this formula, charge and spin   0.127 eV
Frontier orbital gap   5.326 eV

Last column: Löwdin charge in e.
Element x y z (Å)
O1 -0.00503 7.48184 1.19693  0.01
C1 -0.63351 -0.04490 -0.82425  -0.11
H1 1.37106 -0.41809 -1.51561  0.10
H2 2.57437 2.31852 3.27265  0.11
H3 -1.17534 0.31506 0.06179  0.08
H4 7.47993 4.85415 2.84548  0.12
H5 8.41387 2.62846 3.48410  0.13
C2 7.33875 2.79773 3.50432  0.00
H6 0.90656 -2.80558 -1.83422  0.07
C3 1.95665 -0.40820 3.44229  -0.12
C4 1.37231 1.41131 -0.39039  -0.11
H7 2.76731 0.23313 3.07814  0.02
C5 5.43934 4.24265 3.05801  0.01
O2 3.07564 -1.40210 0.87219  -0.13
C6 3.97638 -0.65301 0.14594  -0.44
C7 1.32803 -4.00956 1.40776  -0.11
H8 3.93152 5.20114 1.22843  0.12
H9 1.84157 9.32123 1.48503  0.11
H10 -1.01341 -1.04004 -1.08569  0.07
C8 0.82728 -0.54920 2.42281  -0.43
C9 0.94977 9.51229 2.08226  -0.01
H11 1.04938 2.01710 -1.24890  0.08
H12 0.62674 3.68086 3.58756  0.13
C10 2.40874 4.30086 2.49713  -0.18
C11 4.53827 3.15024 3.27666  -0.18
H13 2.56924 7.19265 0.63876  0.13
C12 0.82823 6.46997 1.67431  -0.20
H14 -2.29537 10.01535 4.19369  0.11
C13 0.83224 10.60715 2.93913  -0.07
H15 1.66191 11.31204 3.00108  0.11
C14 -0.33799 -1.34555 3.00735  -0.11
H16 5.21553 -0.68510 -1.57583  0.09
C15 -0.12885 8.62901 1.99226  -0.25
H17 4.20401 0.83664 1.67567  0.02
C16 4.46227 0.49539 0.67657  0.05
H18 2.46502 1.47607 -0.32719  0.05
C17 0.26497 5.48343 2.49428  0.04
H19 -1.09658 -1.61835 2.26245  0.08
C18 2.92187 5.29896 1.62591  0.01
H20 0.96697 -3.80399 2.42065  0.06
H21 2.42553 -4.04732 1.42435  0.08
Si1 1.37910 -1.24189 0.75937  0.63
H22 4.41431 1.17453 4.20028  0.12
H23 -0.26772 -2.94181 0.40656  0.10
C19 0.83403 -3.00329 0.36554  -0.44
H24 3.54719 -1.25821 -1.87689  0.09
C20 6.46721 1.77301 3.90565  -0.03
H25 -0.78654 5.57035 2.77356  0.14
C21 1.25487 -3.46672 -1.03246  -0.11
C22 -1.39201 9.88797 3.59438  -0.07
H26 0.97269 -5.01243 1.13497  0.08
C23 -0.32801 10.79274 3.69867  -0.08
C24 4.38507 -1.26385 -1.15342  -0.02
H27 4.71254 -2.30901 -1.02113  0.10
H28 2.38475 -1.38229 3.71498  0.09
H29 -0.87719 0.62996 -1.65597  0.08
H30 0.82398 -4.45956 -1.22426  0.08
H31 0.47114 0.46341 2.17005  0.09
H32 -0.40868 11.65158 4.37081  0.11
H33 0.94801 1.86190 0.51789  0.06
H34 6.86671 0.81940 4.25273  0.12
C25 1.04807 4.42642 2.90717  0.02
C26 -1.31853 8.81465 2.70448  0.00
C27 0.88397 -0.02893 -0.60424  -0.43
H35 -2.13693 8.10625 2.56659  0.12
H36 -0.83828 -0.73601 3.77164  0.08
H37 5.18826 1.06851 0.10181  0.07
C28 2.16271 6.39611 1.26262  0.04
C29 3.15811 3.18529 2.97276  0.13
H38 0.01752 -2.26213 3.49546  0.07
H39 5.03752 5.23124 2.82671  0.11
H40 2.34690 -3.56854 -1.10345  0.07
C30 5.09453 1.95220 3.83877  0.00
H41 1.56138 0.05118 4.36060  0.08
C31 6.81032 4.03886 3.11876  -0.04

No. 2
Molecular formula: C4H11NOS
Method: DFT, wB97M-V/def2-TZVPD

Output
SMILES   OCNCCCS
E   -18698.2699 eV
2S+1   1
Highest occupied orbital energy   -8.727 eV
ΔE to the lowest compared entry with this formula, charge and spin   1.649 eV
Frontier orbital gap   9.584 eV

Last column: natural (NBO) charge in e.
Element x y z (Å)
H1 0.85985 0.53360 -1.46956  0.15
H2 -1.02226 0.26592 2.54806  0.21
H3 -0.11029 -1.41276 1.31814  0.19
N1 -0.35513 -1.00597 -0.72748  -0.66
H4 0.67141 1.35085 0.36874  0.22
H5 1.37481 -1.28840 0.41203  0.17
C1 0.63877 0.57069 1.13183  -0.45
H6 -0.30793 1.96834 2.52470  0.22
H7 1.59963 0.47257 1.63210  0.22
H8 -2.01332 0.42353 0.26002  0.15
C2 0.38617 -0.82484 0.53740  -0.22
H9 0.82598 -0.67798 -3.60586  0.47
O1 0.81983 -1.11209 -2.73469  -0.73
H10 -0.64843 0.27868 -2.34948  0.15
S1 -1.94511 1.62598 0.85070  -0.12
C3 -0.53490 1.05308 1.98783  -0.46
H11 -0.40653 -1.98971 -0.86052  0.38
C4 0.16745 -0.23147 -1.82394  0.10

No. 3
Molecular formula: C20H40NO3S3
Method: DFT, wB97M-V/def2-TZVPD

Output
SMILES   CCCCCCCCN(CCCCCCCC)C(=S)SCCCS(=O)(=O)[O-]
E   -61527.2660 eV
2S+1   1
Highest occupied orbital energy   -4.946 eV
Total charge   -1
Frontier orbital gap   6.781 eV

Last column: natural (NBO) charge in e.
Element x y z (Å)
C1 -2.22701 -4.31885 0.86763  -0.39
H1 -1.68698 2.06617 3.95747  0.23
H2 -0.03755 3.05840 -1.96491  0.19
H3 -0.76767 3.59600 -0.39945  0.22
C2 -2.25555 1.28143 1.93350  -0.67
H4 4.75739 0.64068 -2.37530  0.20
H5 4.15405 -0.26782 0.39946  0.22
C3 -1.64949 1.13065 3.36339  -0.43
H6 -2.98357 -4.63918 1.61988  0.20
C4 -2.25803 -2.44494 -2.45479  -0.40
H7 -0.45350 -2.89470 -1.28872  0.20
H8 -1.73925 2.06148 1.33827  0.23
C5 -2.97455 -3.45543 -1.49696  -0.40
H9 2.99927 0.88279 -2.11930  0.20
H10 -0.31050 -0.55438 3.08127  0.22
S1 -4.05649 1.67090 2.01850  2.34
H11 2.33128 -2.11775 -0.41693  0.20
H12 3.01827 2.98419 -2.27519  0.19
H13 3.85897 1.86559 0.35463  0.20
O1 -4.78895 0.38272 2.00271  -1.04
C6 -0.21087 0.51863 3.37629  -0.50
H14 1.50408 2.49264 -0.44255  0.21
H15 -2.21581 0.28544 1.43133  0.22
H16 4.56469 -1.30308 -1.05877  0.20
H17 -2.30701 0.39806 3.89544  0.23
H18 -2.67323 -4.50284 -1.74214  0.19
H19 0.25339 0.51344 4.38448  0.22
C7 0.03694 -0.57901 -0.32180  -0.24
C8 4.19991 2.04013 -0.68842  -0.40
S2 0.94707 1.33138 2.16285  0.21
C9 -0.72542 -2.22353 -2.12871  -0.41
O2 -4.40113 2.41669 0.78901  -1.03
H20 -4.06178 -3.40215 -1.75729  0.21
H21 2.24973 -1.12864 -1.88446  0.20
C10 3.89299 -0.51226 -0.64459  -0.41
C11 -2.82254 -3.11732 0.03481  -0.43
H22 -0.07289 -2.50374 -2.99001  0.20
H23 -0.94076 4.66915 -1.85129  0.21
H24 1.58968 5.11140 -1.79762  0.19
O3 -4.30236 2.43862 3.30129  -1.03
H25 3.98447 4.18677 -1.28173  0.20
H26 -0.20378 -3.51648 0.92252  0.20
C12 -0.91607 -3.96042 1.64912  -0.61
H27 -1.13858 -3.27104 2.49633  0.21
C13 -0.27288 3.94976 -1.33427  -0.60
H28 -1.32154 -0.06987 -1.98447  0.23
S3 2.34987 -1.29164 2.21445  -0.04
H29 2.30703 3.62862 0.68282  0.20
H30 5.29219 2.25811 -0.67709  0.20
C14 2.41457 -1.05906 -0.78307  -0.23
H31 -0.43152 -4.85416 2.10581  0.20
H32 -2.00819 -5.16823 0.18228  0.19
H33 0.88214 5.30938 -0.11576  0.20
C15 3.35560 3.26749 -1.24782  -0.40
H34 -2.26436 -2.16600 0.20690  0.21
H35 -0.14569 -1.49096 0.28825  0.19
H36 -3.84505 -2.93214 0.43915  0.23
H37 -0.58511 0.22536 0.13999  0.25
C16 1.11737 4.58855 -0.93499  -0.40
H38 0.37564 -0.33926 -2.51975  0.21
C17 1.63349 -0.13213 1.29392  -0.05
N1 1.45406 -0.16535 -0.12072  -0.52
H39 -2.81821 -1.49011 -2.55458  0.21
C18 -0.41179 -0.69079 -1.82028  -0.42
H40 -2.27943 -2.91135 -3.47438  0.20
C19 3.97873 0.77148 -1.59346  -0.40
C20 2.06222 3.45247 -0.39219  -0.41

No. 4
Molecular formula: C7H14O
Method: DFT, wB97M-V/def2-TZVPD

Output
SMILES   C/C=C/O.C=C(C)C
E   -9531.8243 eV
2S+1   1
Highest occupied orbital energy   -8.598 eV
ΔE to the lowest compared entry with this formula, charge and spin   1.942 eV
Frontier orbital gap   9.382 eV

Last column: natural (NBO) charge in e.
Element x y z (Å)
C1 2.13660 0.57333 0.74562  0.12
H1 -1.29310 0.39221 1.47782  0.22
C2 -1.55136 -0.94367 -0.20490  0.04
H2 1.36732 -0.14025 0.47635  0.16
H3 -2.15222 -1.19047 1.77472  0.21
H4 -1.22250 -0.40222 -2.22638  0.19
H5 1.09720 1.25552 -1.54474  0.22
O1 3.07777 0.14521 1.65465  -0.69
C3 -1.32854 -0.67602 1.27020  -0.65
C4 1.42552 2.15380 -1.02922  -0.64
H6 0.54981 2.77136 -0.79021  0.20
H7 2.69160 -0.50344 2.23749  0.47
H8 -1.74732 -3.08268 0.10800  0.21
H9 -1.98600 -2.58850 -1.54078  0.22
H10 -0.40253 -1.16566 1.56713  0.21
H11 -1.11360 0.97274 -1.03815  0.20
H12 1.97854 2.79654 -1.70965  0.22
H13 2.90776 2.48576 0.62291  0.21
C5 2.24271 1.75953 0.16803  -0.27
C6 -2.17502 -2.27931 -0.50966  -0.65
C7 -1.25372 -0.08960 -1.18581  -0.43
H14 -3.24892 -2.24419 -0.32341  0.22

The highest E belongs to which entry?
C7H14O